(1)
ORCA calculation (ωB97M-V with the def2-TZVPD basis set) on C17H24N3O2PTi as an isolated structure in a non-equilibrium geometry.

Geometry as XYZ:
```
48
Properties=species:S:1:pos:R:3
N -1.07 -0.13 -1.61
C -1.86 -0.55 -2.36
C -2.86 -1.01 -3.29
H -2.61 -2.01 -3.68
H -2.92 -0.31 -4.14
H -3.85 -1.07 -2.81
N -0.18 2.45 0.60
C -0.32 3.55 0.94
C -0.48 4.92 1.37
H -0.66 5.57 0.49
H 0.44 5.27 1.86
H -1.32 5.03 2.07
N 1.83 -0.54 0.54
C 2.65 -1.19 1.04
C 3.66 -1.94 1.73
H 3.55 -1.81 2.82
H 4.66 -1.60 1.42
H 3.58 -3.02 1.51
Ti 0.88 0.92 -0.96
C 0.05 0.49 2.76
O 0.13 1.38 3.48
C -2.73 0.71 0.96
O -3.31 1.69 0.96
C 0.70 1.64 -2.95
C 1.42 0.44 -2.94
C 2.54 0.31 -2.09
C 2.92 1.37 -1.25
C 2.18 2.56 -1.25
C 1.08 2.70 -2.11
H -0.18 1.78 -3.57
H 1.15 -0.42 -3.54
H 3.07 -0.65 -2.11
H 3.77 1.30 -0.57
H 2.47 3.34 -0.55
H 0.46 3.59 -2.12
C 0.03 -3.19 1.44
P -1.12 -1.77 1.19
C -2.34 -2.69 0.16
C -1.98 -1.97 2.80
H 0.57 -3.40 0.51
H -0.55 -4.08 1.73
H 0.76 -2.96 2.23
H -2.66 -3.59 0.71
H -3.22 -2.07 -0.04
H -1.88 -2.98 -0.79
H -2.47 -2.94 2.84
H -1.25 -1.90 3.61
H -2.72 -1.18 2.92
```

Computed properties:
2S+1   1
Total charge   +4
E_LUMO (alpha / beta)   -17.40 / -17.67 eV
Largest force on an atom   0.213 hartree/bohr
Gap between HOMO and LUMO (alpha / beta)   3.924 / 3.567 eV
HOMO level (alpha / beta)   -21.32 / -21.23 eV

(2)
ORCA calculation (ωB97M-V with the def2-TZVPD basis set) on one molecule with the formula C17H24N4O3 in a non-equilibrium geometry.

Geometry as XYZ:
```
48
Properties=species:S:1:pos:R:3
N 4.91 -2.40 0.85
C 4.45 -1.05 0.29
C 3.10 -0.84 -0.27
C 2.65 0.60 0.10
C 1.28 0.79 -0.20
C 0.83 2.24 0.07
N 1.59 2.76 1.38
C -0.79 2.26 0.20
O -1.33 2.50 1.32
N -1.04 2.01 -1.17
C -2.34 1.83 -1.70
C -2.85 0.42 -1.80
C -2.84 -0.45 -0.66
C -3.65 -0.46 0.40
N -3.05 -1.12 1.41
C -2.14 -2.03 0.87
C -1.24 -2.69 1.70
C -0.21 -3.30 1.03
C 0.04 -2.93 -0.25
C -0.65 -1.93 -1.03
C -1.84 -1.52 -0.44
C -3.56 2.56 -1.09
O -4.43 3.02 -1.93
O -3.65 2.70 0.20
H 4.61 -2.50 1.88
H 4.87 -3.43 0.27
H 5.36 -0.86 -0.39
H 4.58 -0.62 1.37
H 2.60 -1.54 0.42
H 2.92 -1.04 -1.49
H 3.35 1.47 -0.39
H 2.74 0.82 1.21
H 0.76 0.03 0.40
H 1.01 0.82 -1.44
H 1.00 2.93 -0.69
H 1.11 3.72 1.67
H 1.54 2.04 2.31
H -0.29 1.58 -1.90
H -2.09 2.05 -2.67
H -2.56 0.07 -2.93
H -3.95 0.78 -2.24
H -4.50 0.02 0.63
H -3.56 -1.35 2.40
H -1.51 -2.37 2.79
H 0.57 -4.06 1.44
H 1.04 -3.07 -0.75
H -0.21 -1.18 -1.94
H -2.61 2.74 0.75
```

Computed properties:
2S+1   1
Energy above the lowest of the compared OMol25 structures with the same formula, charge and spin   1061.95 kJ/mol
Total charge   0
E_LUMO   -0.04 eV
Largest force on an atom   0.135 hartree/bohr
Gap between HOMO and LUMO   8.105 eV
SMILES string   NCCCC[C@H](N)C(=O)N[C@@H](Cc1c[nH]c2ccccc12)C(=O)O
HOMO level   -8.14 eV

(3)
ORCA calculation (ωB97M-V with the def2-TZVPD basis set) on one molecule with the formula C17H24N4O3S2 in a non-equilibrium geometry.

Geometry as XYZ:
```
50
Properties=species:S:1:pos:R:3
C 3.35 1.30 -2.95
C 3.54 1.33 -1.44
N 2.49 0.62 -0.75
C 2.53 -0.69 -0.37
S 3.89 -1.73 -0.64
C 3.25 -3.21 0.18
N 1.41 -1.03 0.22
N 0.62 0.05 0.21
C 1.24 1.04 -0.36
C 0.71 2.41 -0.60
C -0.40 2.40 -1.67
C -1.62 1.63 -1.16
N -2.11 2.22 0.07
S -3.56 1.55 0.56
O -4.47 1.65 -0.55
O -3.92 2.17 1.80
C -3.13 -0.16 0.83
C -3.20 -1.05 -0.23
C -2.63 -2.30 -0.12
C -1.96 -2.66 1.05
O -1.38 -3.89 1.05
C -0.56 -4.25 2.13
C -1.93 -1.78 2.13
C -2.52 -0.53 2.01
C -1.12 2.26 1.13
C 0.12 3.03 0.68
H 2.41 1.78 -3.23
H 4.17 1.82 -3.44
H 3.33 0.27 -3.31
H 3.57 2.36 -1.08
H 4.49 0.84 -1.18
H 2.27 -3.43 -0.23
H 3.19 -3.03 1.25
H 3.96 -4.01 -0.03
H 1.53 3.04 -0.95
H -0.04 1.93 -2.59
H -0.68 3.43 -1.89
H -2.44 1.69 -1.88
H -1.34 0.58 -1.01
H -3.71 -0.74 -1.14
H -2.67 -3.01 -0.93
H -1.14 -4.35 3.06
H 0.24 -3.52 2.27
H -0.13 -5.21 1.87
H -1.44 -2.04 3.05
H -2.51 0.17 2.83
H -1.59 2.75 1.98
H -0.81 1.24 1.41
H -0.15 4.06 0.46
H 0.86 3.02 1.48
```

Computed properties:
2S+1   1
Energy above the lowest of the compared OMol25 structures with the same formula, charge and spin   155.70 kJ/mol
Total charge   0
E_LUMO   0.45 eV
Largest force on an atom   0.020 hartree/bohr
Gap between HOMO and LUMO   9.063 eV
SMILES string   CCn1c(SC)nnc1C1CCN(S(=O)(=O)c2ccc(OC)cc2)CC1
HOMO level   -8.61 eV

(4)
ORCA calculation (ωB97M-V with the def2-TZVPD basis set) on C17H24N4OSiZn as an isolated structure.

Geometry as XYZ:
```
48
Properties=species:S:1:pos:R:3
Zn 0.41 -0.05 -0.13
C 1.64 1.70 0.50
C 1.72 1.60 1.90
C 2.55 0.61 2.53
C 2.60 0.47 3.89
C 1.82 1.29 4.74
C 0.98 2.24 4.14
C 0.93 2.39 2.78
C 1.88 1.15 6.15
N 1.93 1.05 7.31
H 2.49 1.34 -0.07
H 1.14 2.57 0.09
H 3.11 -0.06 1.88
H 3.23 -0.29 4.33
H 0.37 2.87 4.78
H 0.27 3.14 2.35
C -3.08 -0.89 -0.20
Si -2.58 0.90 -0.53
C -2.51 1.86 1.09
C -4.10 1.64 -1.40
N -1.09 0.93 -1.31
C -0.63 1.44 -2.48
C 0.64 1.04 -2.99
C 1.14 1.56 -4.17
C 0.43 2.49 -4.92
C -0.82 2.88 -4.46
C -1.34 2.37 -3.28
H -4.01 -0.96 0.37
H -2.30 -1.44 0.32
H -3.23 -1.39 -1.16
H -3.45 1.80 1.65
H -2.32 2.91 0.87
H -1.70 1.52 1.74
H -4.97 1.48 -0.76
H -4.30 1.17 -2.37
H -4.01 2.72 -1.57
H 1.19 0.28 -2.45
H 2.11 1.22 -4.51
H 0.83 2.89 -5.85
H -1.41 3.59 -5.03
H -2.32 2.70 -2.95
O 1.36 -1.57 -0.45
N 0.00 -2.15 1.69
N -0.42 -0.78 1.85
H 0.44 -2.47 2.55
H 0.65 -2.15 0.77
H 0.13 -0.25 2.53
H -1.39 -0.77 2.15
```

Computed properties:
2S+1   1
Energy above the lowest of the compared OMol25 structures with the same formula, charge and spin   89.49 kJ/mol
Total charge   -2
E_LUMO   5.03 eV
Largest force on an atom   0.010 hartree/bohr
Gap between HOMO and LUMO   5.229 eV
HOMO level   -0.20 eV

(5)
ORCA calculation (ωB97M-V with the def2-TZVPD basis set) on an isolated ion of composition C17H24NO3 and charge +1.

Geometry as XYZ:
```
45
Properties=species:S:1:pos:R:3
C 3.00 -1.11 2.87
C 1.94 -0.57 2.27
C 0.53 -0.89 2.64
N -0.31 -1.25 1.47
C -1.75 -1.23 1.84
C -2.64 -1.49 0.66
C -2.80 -0.63 -0.33
C 0.07 -2.55 0.86
C 1.22 -2.45 -0.14
C 0.82 -1.72 -1.42
O 0.48 -0.39 -1.07
C 0.20 0.53 -2.04
C 0.19 0.24 -3.40
C -0.08 1.24 -4.32
C -0.33 2.53 -3.90
C -0.33 2.83 -2.56
C -0.07 1.84 -1.61
C -0.10 2.18 -0.17
O -0.19 1.36 0.73
O -0.03 3.48 0.05
C -0.07 3.91 1.41
H 4.00 -0.82 2.61
H 2.90 -1.85 3.64
H 2.05 0.19 1.51
H 0.09 0.01 3.08
H 0.49 -1.70 3.37
H -0.17 -0.47 0.77
H -1.97 -0.24 2.24
H -1.92 -1.98 2.62
H -3.18 -2.43 0.65
H -3.45 -0.83 -1.16
H -2.30 0.33 -0.33
H 0.34 -3.23 1.67
H -0.81 -2.94 0.35
H 1.52 -3.46 -0.41
H 2.07 -1.94 0.31
H 1.66 -1.72 -2.13
H -0.04 -2.21 -1.89
H 0.38 -0.76 -3.75
H -0.09 0.99 -5.37
H -0.54 3.31 -4.63
H -0.53 3.83 -2.22
H 0.04 4.99 1.39
H -1.03 3.63 1.86
H 0.74 3.45 1.98
```

Computed properties:
2S+1   1
Energy above the lowest of the compared OMol25 structures with the same formula, charge and spin   112.00 kJ/mol
Total charge   +1
E_LUMO   -2.44 eV
Largest force on an atom   0.016 hartree/bohr
Gap between HOMO and LUMO   9.459 eV
SMILES string   C=CC[NH+](CC=C)CCCOc1ccccc1C(=O)OC
HOMO level   -11.90 eV

(6)
ORCA calculation (ωB97M-V with the def2-TZVPD basis set) on C17H25BN7Re as an isolated structure in a non-equilibrium geometry.

Geometry as XYZ:
```
51
Properties=species:S:1:pos:R:3
Re 0.00 0.14 0.06
C 0.01 2.31 2.82
C 0.00 0.86 3.08
C 0.00 0.21 4.30
C 0.00 -1.17 4.02
C 0.00 -2.27 4.99
N 0.00 -1.31 2.68
N 0.00 -0.08 2.10
B 0.00 -2.60 1.82
N -1.23 -2.49 0.89
N -1.31 -1.42 0.08
C -2.42 -1.53 -0.69
C -2.74 -0.50 -1.70
C -3.06 -2.71 -0.34
C -2.28 -3.30 0.67
C -2.56 -4.56 1.38
N 1.23 -2.50 0.90
N 1.31 -1.42 0.08
C 2.42 -1.53 -0.69
C 2.74 -0.50 -1.70
C 3.06 -2.71 -0.34
C 2.28 -3.30 0.67
C 2.56 -4.56 1.38
H 0.00 2.86 3.75
H 0.90 2.60 2.26
H -0.88 2.60 2.25
H 0.00 0.66 5.27
H 0.00 -1.89 6.00
H -0.87 -2.91 4.86
H 0.87 -2.91 4.86
H 0.00 -3.58 2.46
H -1.94 0.26 -1.75
H -2.85 -0.95 -2.69
H -3.68 0.01 -1.48
H -3.96 -3.12 -0.77
H -3.50 -4.99 1.03
H -1.77 -5.29 1.23
H -2.62 -4.41 2.46
H 1.94 0.26 -1.75
H 3.68 0.01 -1.48
H 2.85 -0.95 -2.69
H 3.96 -3.12 -0.77
H 3.50 -4.99 1.03
H 2.62 -4.41 2.46
H 1.77 -5.30 1.23
C 0.00 4.74 -0.43
C 0.00 3.35 -0.36
N 0.00 2.19 -0.28
H -0.94 5.10 -0.86
H 0.82 5.10 -1.06
H 0.11 5.16 0.57
```

Computed properties:
2S+1   2
Total charge   +3
E_LUMO (alpha / beta)   -13.00 / -12.55 eV
Expectation value of S²   0.78
Largest force on an atom   0.102 hartree/bohr
Gap between HOMO and LUMO (alpha / beta)   5.531 / 5.846 eV
HOMO level (alpha / beta)   -18.53 / -18.40 eV